(1)
{"formula": "C21H20F10FeN4O", "method": "ωB97M-V/def2-TZVPD", "e_lumo_ev": [0.280, 0.273], "homo_lumo_gap_ev": [7.6, 7.7], "e_tot_ev": -91670.50821, "multiplicity": 5, "charge": 0, "elements": ["Fe", "C", "N", "C", "C", "N", "C", "C", "F", "C", "F", "C", "F", "C", "F", "C", "F", "C", "C", "N", "C", "C", "F", "C", "F", "C", "F", "C", "F", "C", "F", "H", "H", "H", "H", "H", "H", "H", "H", "H", "H", "H", "C", "N", "C", "C", "C", "O", "H", "H", "H", "H", "H", "H", "H", "H", "H"], "xyz": [[-0.15, 0.43, -0.46], [-1.12, 3.34, -1.08], [-1.07, 2.01, -1.69], [-0.20, 1.99, -2.88], [1.27, 1.93, -2.50], [1.47, 0.85, -1.55], [2.70, 0.31, -1.37], [3.94, 0.75, -1.88], [4.02, 1.86, -2.65], [5.13, 0.11, -1.61], [6.26, 0.60, -2.13], [5.19, -1.00, -0.78], [6.35, -1.61, -0.52], [4.00, -1.45, -0.24], [4.00, -2.51, 0.58], [2.82, -0.81, -0.54], [1.68, -1.30, 0.04], [-2.43, 1.51, -1.97], [-2.48, -0.02, -2.11], [-1.79, -0.61, -0.97], [-2.07, -1.88, -0.59], [-1.55, -2.35, 0.63], [-0.78, -1.49, 1.36], [-1.76, -3.61, 1.15], [-1.22, -3.94, 2.33], [-2.53, -4.52, 0.45], [-2.75, -5.75, 0.93], [-3.06, -4.12, -0.76], [-3.78, -4.98, -1.48], [-2.83, -2.85, -1.27], [-3.35, -2.60, -2.49], [-1.62, 4.06, -1.74], [-0.11, 3.69, -0.88], [-1.65, 3.28, -0.13], [-0.41, 2.85, -3.52], [-0.45, 1.09, -3.45], [1.58, 2.90, -2.08], [1.85, 1.81, -3.42], [-2.85, 1.99, -2.86], [-3.05, 1.79, -1.12], [-2.03, -0.32, -3.07], [-3.53, -0.30, -2.16], [-0.13, 0.01, 4.67], [-0.53, 0.77, 3.49], [-1.94, 1.14, 3.36], [0.27, 0.92, 2.45], [1.70, 0.46, 2.55], [-0.15, 1.43, 1.38], [-0.98, -0.03, 5.35], [0.70, 0.48, 5.19], [0.13, -1.01, 4.41], [-2.32, 1.42, 4.34], [-2.52, 0.30, 2.97], [-2.03, 1.98, 2.68], [2.13, 0.59, 3.53], [2.29, 1.00, 1.81], [1.73, -0.60, 2.30]], "lowdin_charge": [0.852, -0.073, -0.286, -0.173, -0.219, -0.071, -0.187, -0.133, 0.075, -0.153, 0.120, -0.157, 0.109, -0.155, 0.117, -0.151, 0.041, -0.179, -0.225, -0.077, -0.182, -0.142, 0.054, -0.153, 0.111, -0.157, 0.109, -0.153, 0.119, -0.133, 0.077, 0.096, 0.087, 0.082, 0.128, 0.117, 0.111, 0.119, 0.129, 0.121, 0.111, 0.118, -0.026, -0.128, -0.013, -0.476, 0.029, -0.061, 0.090, 0.091, 0.102, 0.091, 0.101, 0.087, 0.083, 0.096, 0.093]}

---

(2)
{"formula": "C30H60O10", "method": "ωB97M-V/def2-TZVPD", "e_lumo_ev": -0.168, "homo_lumo_gap_ev": 8.6, "e_above_lowest_kj_mol": 2362.3, "e_tot_ev": -52533.74640, "charge": 0, "elements": ["C", "C", "O", "C", "H", "H", "H", "H", "H", "H", "C", "C", "O", "C", "H", "H", "H", "H", "H", "H", "C", "C", "O", "C", "H", "H", "H", "H", "H", "H", "C", "C", "O", "C", "H", "H", "H", "H", "H", "H", "C", "C", "O", "C", "H", "H", "H", "H", "H", "H", "C", "C", "O", "C", "H", "H", "H", "H", "H", "H", "C", "C", "O", "C", "H", "H", "H", "H", "H", "H", "C", "C", "O", "C", "H", "H", "H", "H", "H", "H", "C", "C", "O", "C", "H", "H", "H", "H", "H", "H", "C", "C", "O", "C", "H", "H", "H", "H", "H", "H"], "xyz": [[-8.92, -19.77, -11.93], [-8.75, -19.79, -13.42], [-8.05, -20.66, -13.94], [-9.45, -18.69, -14.21], [-9.87, -20.23, -11.65], [-8.80, -18.76, -11.54], [-8.15, -20.38, -11.46], [-9.28, -18.79, -15.28], [-9.05, -17.75, -13.83], [-10.52, -18.64, -13.98], [-2.26, -20.05, -9.08], [-1.29, -20.92, -8.25], [-0.61, -21.80, -8.72], [-1.26, -20.71, -6.76], [-3.28, -20.07, -8.67], [-2.32, -20.41, -10.10], [-1.92, -19.02, -9.07], [-2.05, -21.32, -6.34], [-1.45, -19.68, -6.46], [-0.34, -21.08, -6.31], [-8.13, -22.52, -6.69], [-9.06, -23.28, -7.60], [-9.46, -24.43, -7.31], [-9.55, -22.70, -8.92], [-8.52, -21.58, -6.30], [-7.22, -22.28, -7.23], [-7.91, -23.20, -5.87], [-10.64, -22.73, -8.85], [-9.19, -23.31, -9.75], [-9.19, -21.68, -9.02], [-3.79, -20.26, -5.96], [-5.27, -20.38, -5.73], [-5.97, -19.45, -5.30], [-5.87, -21.75, -5.95], [-3.38, -19.38, -5.46], [-3.49, -20.17, -7.01], [-3.21, -21.08, -5.53], [-5.64, -22.36, -5.07], [-5.46, -22.27, -6.82], [-6.94, -21.66, -6.09], [-3.53, -23.39, -5.62], [-3.21, -23.05, -7.03], [-3.64, -22.06, -7.59], [-2.17, -23.89, -7.73], [-4.24, -24.22, -5.60], [-3.95, -22.50, -5.16], [-2.68, -23.67, -5.01], [-2.66, -24.63, -8.37], [-1.67, -24.49, -6.98], [-1.45, -23.23, -8.22], [-3.90, -22.03, -11.97], [-3.78, -23.23, -11.07], [-3.85, -24.40, -11.40], [-3.51, -22.95, -9.56], [-4.74, -21.48, -11.56], [-4.21, -22.28, -12.99], [-2.98, -21.46, -12.01], [-3.92, -22.01, -9.21], [-2.43, -23.01, -9.45], [-3.96, -23.70, -8.91], [-3.83, -17.30, -11.03], [-4.02, -18.75, -11.41], [-5.12, -19.24, -11.53], [-2.80, -19.58, -11.47], [-4.62, -16.89, -10.40], [-3.88, -16.74, -11.96], [-2.85, -17.06, -10.61], [-2.55, -19.73, -12.52], [-3.00, -20.46, -10.87], [-1.85, -19.15, -11.15], [-5.87, -18.04, -7.55], [-6.45, -17.09, -6.56], [-7.64, -16.79, -6.67], [-5.67, -16.65, -5.33], [-4.79, -18.00, -7.56], [-6.28, -17.81, -8.54], [-6.04, -19.09, -7.28], [-5.12, -17.47, -4.88], [-6.37, -16.38, -4.54], [-4.99, -15.83, -5.57], [-4.64, -20.36, -8.77], [-6.07, -20.75, -9.13], [-6.52, -21.78, -8.62], [-6.90, -19.95, -10.18], [-4.71, -19.56, -8.03], [-4.04, -20.02, -9.61], [-4.13, -21.23, -8.37], [-6.45, -19.69, -11.14], [-7.05, -18.98, -9.70], [-7.87, -20.44, -10.20], [-8.07, -16.04, -9.08], [-7.68, -17.20, -10.00], [-8.52, -18.09, -10.20], [-6.35, -17.20, -10.67], [-8.43, -16.47, -8.14], [-8.82, -15.34, -9.44], [-7.21, -15.39, -8.94], [-6.28, -16.19, -11.08], [-6.45, -18.01, -11.39], [-5.58, -17.40, -9.92]], "lowdin_charge": [-0.054, -0.463, 0.043, -0.022, 0.113, 0.040, 0.031, 0.079, 0.075, 0.083, -0.041, -0.402, 0.056, -0.009, -0.018, 0.016, 0.127, 0.037, 0.096, 0.108, -0.081, -0.416, 0.027, -0.011, 0.123, 0.016, 0.109, 0.086, 0.095, 0.056, -0.043, -0.359, 0.040, -0.050, 0.111, 0.056, 0.059, 0.109, 0.090, 0.005, 0.009, -0.383, -0.172, -0.019, 0.127, 0.046, 0.111, 0.113, 0.100, 0.061, -0.002, -0.379, 0.064, -0.034, 0.089, 0.108, 0.061, 0.043, 0.081, 0.102, -0.004, -0.378, -0.031, -0.088, 0.026, 0.116, 0.094, 0.135, 0.022, 0.112, -0.011, -0.403, 0.031, -0.010, 0.108, 0.054, 0.073, 0.061, 0.090, 0.085, -0.143, -0.240, 0.024, -0.024, 0.055, 0.068, -0.060, 0.050, 0.053, 0.061, -0.007, -0.413, -0.018, -0.061, 0.061, 0.095, 0.084, 0.132, 0.102, 0.052]}

---

(3)
{"formula": "C28H20N3O3RuS", "method": "ωB97M-V/def2-TZVPD", "e_lumo_ev": [-9.989, -9.988], "homo_lumo_gap_ev": [6.7, 6.7], "e_tot_ev": -53363.01265, "charge": 3, "elements": ["Ru", "O", "C", "O", "C", "C", "C", "N", "C", "C", "C", "C", "C", "C", "C", "N", "C", "C", "C", "C", "C", "N", "H", "H", "H", "H", "H", "H", "H", "H", "H", "H", "O", "S", "C", "C", "C", "C", "C", "C", "C", "C", "C", "C", "C", "C", "H", "H", "H", "H", "H", "H", "H", "H", "H", "H"], "xyz": [[-0.73, 0.34, -0.85], [6.45, 0.36, -4.07], [5.50, -0.22, -3.89], [4.51, -0.90, -3.72], [3.25, -0.53, -3.02], [3.09, 0.74, -2.51], [1.87, 0.96, -1.88], [0.97, -0.03, -1.81], [1.14, -1.25, -2.35], [2.35, -1.55, -2.98], [-0.04, -2.12, -2.26], [-0.11, -3.38, -2.83], [-1.31, -4.08, -2.80], [-2.41, -3.50, -2.21], [-2.27, -2.24, -1.63], [-1.12, -1.57, -1.63], [1.41, 2.25, -1.31], [2.16, 3.42, -1.36], [1.61, 4.59, -0.86], [0.34, 4.57, -0.32], [-0.35, 3.37, -0.29], [0.17, 2.24, -0.76], [3.84, 1.51, -2.60], [2.55, -2.51, -3.43], [0.76, -3.81, -3.32], [-1.38, -5.06, -3.25], [-3.37, -3.99, -2.18], [-3.11, -1.75, -1.15], [3.15, 3.43, -1.80], [2.18, 5.51, -0.90], [-0.12, 5.47, 0.06], [-1.35, 3.29, 0.12], [-2.42, 0.92, 0.27], [-2.52, -0.27, 1.26], [-0.79, -0.77, 1.15], [0.23, 0.20, 1.22], [1.58, -0.24, 1.29], [1.87, -1.58, 1.29], [0.83, -2.54, 1.25], [-0.48, -2.15, 1.20], [-2.74, 0.37, 2.87], [-3.42, -0.46, 3.76], [-3.61, -0.03, 5.06], [-3.15, 1.22, 5.45], [-2.50, 2.05, 4.54], [-2.28, 1.63, 3.24], [-0.01, 1.21, 1.55], [2.37, 0.49, 1.43], [2.89, -1.91, 1.38], [1.07, -3.59, 1.32], [-1.28, -2.89, 1.21], [-3.81, -1.42, 3.43], [-4.14, -0.66, 5.76], [-3.32, 1.56, 6.46], [-2.17, 3.03, 4.85], [-1.81, 2.28, 2.52]], "lowdin_charge": [1.229, 0.462, -0.104, 0.281, -0.080, 0.107, -0.134, 0.012, -0.128, 0.121, -0.181, 0.039, 0.017, 0.020, -0.073, -0.025, -0.181, 0.034, 0.015, 0.020, -0.061, -0.027, 0.142, 0.152, 0.127, 0.139, 0.137, 0.118, 0.124, 0.138, 0.137, 0.124, -0.588, 1.094, -0.441, -0.165, -0.053, -0.039, -0.028, -0.073, -0.401, -0.063, -0.030, -0.017, -0.033, -0.064, 0.103, 0.125, 0.123, 0.129, 0.127, 0.119, 0.127, 0.128, 0.123, 0.098]}

---

(4)
{"formula": "C6H12N5O", "method": "ωB97M-V/def2-TZVPD", "e_lumo_ev": -3.637, "homo_lumo_gap_ev": 6.8, "e_above_lowest_kj_mol": 794.5, "e_tot_ev": -15900.76752, "charge": 1, "elements": ["C", "C", "C", "C", "C", "C", "N", "N", "N", "N", "N", "O", "H", "H", "H", "H", "H", "H", "H", "H", "H", "H", "H", "H"], "xyz": [[-0.50, 0.19, 2.03], [0.20, 0.31, 0.82], [1.58, 0.92, 0.44], [0.13, -1.18, -1.28], [0.98, -0.08, -1.80], [-2.71, -0.68, 2.34], [-3.09, -0.40, 0.17], [-1.38, -0.86, 1.89], [-0.46, -0.60, -0.05], [-1.49, -1.18, 0.56], [2.06, 0.21, -0.81], [-3.34, 0.16, 1.41], [-0.33, 0.63, 2.98], [1.39, 1.98, 0.07], [2.28, 0.85, 1.26], [-0.56, -1.35, -2.07], [0.67, -2.17, -1.21], [1.51, -0.64, -2.70], [0.57, 0.86, -2.11], [-3.11, -1.66, 2.39], [-2.69, -0.32, 3.28], [-2.99, 0.32, -0.56], [2.85, 0.72, -1.20], [2.35, -0.71, -0.32]], "lowdin_charge": [0.022, -0.124, -0.038, -0.109, -0.125, -0.176, 0.048, -0.082, -0.109, 0.030, 0.038, -0.123, 0.126, 0.155, 0.136, 0.123, 0.156, 0.184, 0.143, 0.127, 0.107, 0.087, 0.182, 0.222]}

---

(5)
{"formula": "C5H17N2O", "method": "ωB97M-V/def2-TZVPD", "e_lumo_ev": -3.052, "homo_lumo_gap_ev": 9.6, "e_above_lowest_kj_mol": 85.5, "e_tot_ev": -10482.04830, "charge": 1, "elements": ["C", "C", "C", "C", "C", "N", "N", "H", "H", "H", "H", "H", "H", "H", "H", "H", "H", "H", "H", "H", "H", "H", "H", "H", "O"], "xyz": [[-1.10, -0.23, -1.50], [-0.82, 0.62, -0.29], [0.32, 0.19, 0.68], [1.57, -0.30, -0.06], [2.70, 0.69, -0.02], [2.21, 2.05, -0.38], [-2.11, 0.62, 0.58], [-1.04, -1.30, -1.27], [-2.14, -0.04, -1.81], [-0.57, 0.07, -2.38], [-0.59, 1.63, -0.43], [0.57, 1.07, 1.27], [-0.08, -0.45, 1.47], [1.91, -1.18, 0.49], [1.27, -0.59, -1.06], [3.49, 0.45, -0.74], [3.18, 0.74, 0.96], [2.73, 2.47, -1.15], [2.41, 2.68, 0.38], [-2.39, -0.36, 0.68], [-1.83, 0.87, 1.53], [-2.84, 1.20, 0.17], [-2.03, -3.63, 0.12], [-2.26, -3.35, 1.66], [-2.06, -2.96, 0.80]], "lowdin_charge": [-0.039, -0.304, -0.161, -0.183, -0.250, -0.001, 0.217, 0.093, 0.093, 0.098, 0.121, 0.107, 0.109, 0.120, 0.101, 0.116, 0.114, 0.070, 0.065, 0.139, 0.162, 0.171, 0.048, 0.047, -0.053]}

---

(6)
{"formula": "C5H11N2P", "method": "ωB97M-V/def2-TZVPD", "e_lumo_ev": 0.822, "smiles": "C/N=P/N1[C@@H](C)[C@@H]1C", "homo_lumo_gap_ev": 9.3, "e_above_lowest_kj_mol": 196.0, "e_tot_ev": -17629.83276, "charge": 0, "elements": ["C", "C", "C", "C", "C", "N", "N", "P", "H", "H", "H", "H", "H", "H", "H", "H", "H", "H", "H"], "xyz": [[1.63, -0.05, -0.73], [0.04, -0.01, -1.00], [2.49, -1.17, -1.05], [-0.57, 1.40, -1.11], [-2.38, -0.56, 2.66], [0.62, -0.33, 0.27], [-1.33, -0.40, 1.77], [0.19, -0.51, 1.88], [2.04, 0.94, -0.56], [-0.39, -0.78, -1.71], [3.13, -1.45, -0.12], [3.15, -1.06, -2.01], [1.83, -2.06, -1.25], [-1.61, 1.32, -1.20], [-0.02, 2.10, -1.82], [-0.32, 1.89, -0.14], [-2.17, -0.46, 3.73], [-2.93, 0.38, 2.40], [-2.91, -1.53, 2.50]], "lowdin_charge": [-0.343, -0.270, -0.107, -0.074, -0.300, -0.350, -0.406, 0.850, 0.129, 0.150, 0.101, 0.108, 0.087, 0.043, 0.090, 0.077, 0.050, 0.082, 0.082]}